Formula: C24H26N4PbSi
Source: the Open Molecules 2025 dataset
Level of theory: ωB97M-V/def2-TZVPD

Element x y z (Å)
1 C 0.9717 2.7808 0.9769
2 C -0.1235 2.9621 0.0935
3 C -1.3131 2.9919 0.8622
4 H -0.0672 3.1240 -0.9838
5 C -0.9571 2.8493 2.2350
6 C 0.4624 2.7124 2.3034
7 H 1.0627 2.6686 3.2153
8 H 2.0250 2.7679 0.6803
9 H -2.3121 3.1740 0.4775
10 H -1.6305 2.9228 3.0871
11 Pb -0.6958 -0.1084 1.6485
12 C -1.3933 -2.4715 -2.7058
13 H -2.4643 -2.4325 -2.5400
14 H -1.0831 -3.4728 -2.9960
15 H -1.1347 -1.8263 -3.5978
16 Si -0.1709 -0.7184 -2.3682
17 C 1.6264 -0.5355 -2.7154
18 C 2.2568 0.6891 -2.3955
19 H 1.6649 1.5575 -2.0881
20 C 3.6531 0.7962 -2.4475
21 H 4.1329 1.7434 -2.1972
22 C 4.4307 -0.3090 -2.8036
23 H 5.5221 -0.2257 -2.8247
24 C 3.8159 -1.5206 -3.1287
25 H 4.4255 -2.3772 -3.4106
26 C 2.4215 -1.6328 -3.0960
27 H 1.9363 -2.5710 -3.3561
28 C -1.1786 0.7713 -2.7526
29 C -0.7695 1.6945 -3.7298
30 H 0.1109 1.4824 -4.3383
31 C -1.5037 2.8637 -3.9500
32 H -1.1888 3.5727 -4.7145
33 C -2.6492 3.1284 -3.1840
34 H -3.2131 4.0538 -3.3301
35 C -3.0609 2.2168 -2.2010
36 H -3.9567 2.4216 -1.6013
37 C -2.3345 1.0430 -1.9899
38 H -2.6748 0.3238 -1.2338
39 H -0.1047 -0.7099 -0.8746
40 H -0.8412 -2.2261 -1.6896
41 N -0.2891 -1.4857 5.7549
42 C -0.4188 -0.1783 6.2312
43 C -0.4623 0.6232 5.1321
44 N -0.3852 -0.1632 3.9893
45 C -0.3006 -1.4482 4.4044
46 C -0.1845 -2.5666 3.4839
47 N -0.0770 -2.4142 2.1449
48 C 0.0022 -3.6922 1.6011
49 C -0.0648 -4.6099 2.6094
50 N -0.1519 -3.8831 3.7956
51 H -0.2425 -2.3413 6.3136
52 H -0.4377 0.0544 7.2831
53 H -0.5259 1.6982 5.0478
54 H 0.1145 -3.8298 0.5374
55 H -0.0346 -5.6829 2.5947
56 H -0.2390 -4.2546 4.7411

Results
Total charge = 0
E = -1631.26657 Ha
Orbital gap (spin up / spin down) = 4.1 / 4.7 eV
Max |F| = 0.081 Eh/bohr
Energy relative to the best compared isomer or geometry (same formula, charge and spin) = 147.8 kJ/mol
Lowest unoccupied orbital energy (spin up / spin down) = -0.0052 / -0.0076 Eh

In elementary charge units, the natural (NBO) charges are: C -0.329; C -0.343; C -0.346; H 0.206; C -0.399; C -0.377; H 0.202; H 0.205; H 0.206; H 0.202; Pb 0.973; C -0.984; H 0.245; H 0.257; H 0.293; Si 1.075; C -0.504; C -0.127; H 0.219; C -0.232; H 0.214; C -0.215; H 0.212; C -0.210; H 0.208; C -0.216; H 0.199; C -0.515; C -0.148; H 0.208; C -0.230; H 0.212; C -0.224; H 0.213; C -0.195; H 0.213; C -0.208; H 0.202; H -0.222; H 0.271; N -0.521; C -0.080; C -0.064; N -0.587; C 0.273; C 0.267; N -0.578; C -0.077; C -0.078; N -0.520; H 0.415; H 0.229; H 0.245; H 0.223; H 0.227; H 0.416

=====

Formula: C5H10O2
Source: the Open Molecules 2025 dataset
Level of theory: ωB97M-V/def2-TZVPD

Element x y z (Å)
1 C 2.1277 -0.2229 -0.3643
2 C 0.7713 0.2762 0.1684
3 O -0.0128 1.0797 -0.7334
4 C -1.3327 1.1533 -0.1295
5 C -1.5159 -0.1305 0.7106
6 C -0.2415 -0.8737 0.3406
7 O -0.4138 -1.4241 -0.9579
8 H 2.6597 0.5240 -0.9665
9 H 2.0315 -1.1559 -0.9411
10 H 2.7637 -0.4608 0.5039
11 H 0.9350 0.8859 1.0764
12 H -2.0945 1.2408 -0.9113
13 H -1.3984 2.0539 0.4902
14 H -1.5780 0.0867 1.7823
15 H -2.3829 -0.7293 0.4148
16 H 0.0342 -1.6728 1.0312
17 H -0.3525 -0.6305 -1.5144

Results
Total charge = 0
E = -346.96892 Ha
Orbital gap = 11.0 eV
Max |F| = 0.010 Eh/bohr
Energy relative to the best compared isomer or geometry (same formula, charge and spin) = 148.4 kJ/mol
Lowest unoccupied orbital energy = 0.0385 Eh

In elementary charge units, the natural (NBO) charges are: C -0.638; C 0.066; O -0.547; C -0.088; C -0.463; C 0.070; O -0.723; H 0.225; H 0.230; H 0.216; H 0.172; H 0.196; H 0.179; H 0.209; H 0.228; H 0.193; H 0.474

=====

Formula: C18H37OP3PbSe
Source: the Open Molecules 2025 dataset
Level of theory: ωB97M-V/def2-TZVPD

Element x y z (Å)
1 Pb 0.3896 0.5290 -0.2432
2 P -0.3287 -0.7621 2.3506
3 P 2.0433 -1.7322 -0.3980
4 P -2.3270 1.2242 -0.1733
5 H -0.7753 -2.2259 -9.2793
6 C -1.2612 -1.2527 -9.4082
7 C -0.5713 -0.1761 -9.8154
8 H 0.5002 -0.2305 -10.0358
9 C -1.2838 -2.3227 2.5576
10 C 1.1022 -1.1961 3.4085
11 C -1.2733 0.2667 3.5366
12 C 2.5129 -1.7949 -2.1705
13 C 3.6528 -1.4618 0.4316
14 C 1.6505 -3.4795 -0.0277
15 C -2.6766 1.7325 -1.9002
16 C -2.5983 2.7724 0.7641
17 C -3.7919 0.2112 0.2404
18 H -2.3409 -1.2054 -9.2308
19 H -1.0582 0.7929 -9.9690
20 H -1.2916 -2.5621 3.6306
21 H -0.8160 -3.1436 2.0008
22 H -2.3152 -2.1947 2.2055
23 H 0.7045 -1.3942 4.4122
24 H 1.8203 -0.3696 3.4588
25 H 1.6070 -2.0971 3.0349
26 H -1.2765 -0.2788 4.4882
27 H -2.3083 0.4079 3.1999
28 H -0.7942 1.2410 3.6785
29 H 3.4993 -2.2731 -2.2676
30 H 2.5588 -0.7740 -2.5758
31 H 1.7677 -2.3641 -2.7434
32 H 4.1692 -2.4194 0.5676
33 H 3.4807 -0.9968 1.4119
34 H 4.2708 -0.7927 -0.1818
35 H 2.5496 -4.0930 -0.1878
36 H 0.8354 -3.8151 -0.6881
37 H 1.3234 -3.5845 1.0179
38 H -3.5598 2.3888 -1.9100
39 H -2.8616 0.8490 -2.5282
40 H -1.8125 2.2768 -2.3072
41 H -3.6254 3.1200 0.5973
42 H -1.8910 3.5406 0.4199
43 H -2.4404 2.5927 1.8368
44 H -4.6832 0.8555 0.2767
45 H -3.6543 -0.2721 1.2192
46 H -3.9198 -0.5731 -0.5211
47 C -1.5909 -1.9498 -3.0674
48 C -0.7795 -1.1194 -3.8746
49 C -0.9208 -1.1120 -5.2594
50 C -1.8667 -1.9378 -5.8847
51 C -2.6797 -2.7741 -5.0974
52 C -2.5420 -2.7823 -3.7132
53 Se -1.4538 -1.9919 -1.2164
54 H 0.6502 1.1239 -1.9807
55 H -0.0445 -0.4722 -3.4002
56 H -0.2896 -0.4583 -5.8659
57 H -1.9608 -1.9253 -6.9711
58 H -3.4206 -3.4205 -5.5727
59 H -3.1588 -3.4292 -3.0970
60 O 1.6834 2.6622 2.6484
61 C 1.1947 1.9671 1.8850

Results
Total charge = +4
E = -4399.88321 Ha
Orbital gap (spin up / spin down) = 2.4 / 2.3 eV
Max |F| = 0.078 Eh/bohr
Energy relative to the best compared isomer or geometry (same formula, charge and spin) = 0.0 kJ/mol
Lowest unoccupied orbital energy (spin up / spin down) = -0.5892 / -0.5898 Eh

In elementary charge units, the natural (NBO) charges are: Pb 0.840; P 0.917; P 1.019; P 0.999; H 0.208; C -0.372; C -0.253; H 0.223; C -0.930; C -0.943; C -0.941; C -0.954; C -0.950; C -0.932; C -0.952; C -0.945; C -0.936; H 0.203; H 0.222; H 0.291; H 0.247; H 0.254; H 0.291; H 0.253; H 0.254; H 0.292; H 0.251; H 0.255; H 0.306; H 0.254; H 0.254; H 0.298; H 0.257; H 0.286; H 0.312; H 0.255; H 0.263; H 0.304; H 0.248; H 0.260; H 0.298; H 0.274; H 0.266; H 0.310; H 0.261; H 0.259; C -0.188; C -0.209; C -0.119; C 0.054; C -0.195; C -0.123; Se 0.384; H -0.037; H 0.222; H 0.266; H 0.278; H 0.292; H 0.270; O -0.299; C 0.525

=====

Formula: C7H22InO4S3
Source: the Open Molecules 2025 dataset
Level of theory: ωB97M-V/def2-TZVPD

Element x y z (Å)
1 In 36.1551 -13.1664 18.2870
2 C 32.8510 -11.0677 19.1315
3 O 34.2012 -11.0611 19.0832
4 H 32.4331 -11.2096 20.1282
5 H 32.5159 -10.1179 18.7148
6 H 32.4488 -11.7612 18.3930
7 H 34.6432 -10.6282 19.8173
8 C 37.1943 -18.1878 17.7730
9 S 35.6663 -17.5962 18.6347
10 O 35.5432 -16.0965 18.3703
11 C 34.3324 -18.3962 17.6269
12 H 38.0337 -17.7746 18.3324
13 H 37.2016 -17.8349 16.7417
14 H 37.3145 -19.2711 17.7784
15 H 34.6632 -18.5187 16.5956
16 H 33.4521 -17.7536 17.6123
17 H 33.9770 -19.3354 18.0509
18 C 32.7714 -10.0167 15.4719
19 S 34.2388 -11.0085 14.9404
20 O 34.6480 -11.7703 16.2098
21 C 33.3106 -12.2576 13.9534
22 H 32.1802 -10.4764 16.2638
23 H 32.1328 -9.6678 14.6603
24 H 33.1992 -9.0887 15.8513
25 H 33.8158 -13.2037 13.7593
26 H 32.9131 -11.8172 13.0389
27 H 32.4262 -12.6936 14.4181
28 C 36.2072 -15.1544 13.3341
29 S 35.6527 -15.8427 14.9793
30 O 35.5270 -14.7033 15.9617
31 C 33.9995 -16.4036 14.4495
32 H 36.0449 -15.8494 12.5103
33 H 37.2937 -15.0690 13.3518
34 H 35.7400 -14.2199 13.0232
35 H 33.4355 -15.5778 14.0157
36 H 33.4450 -16.8402 15.2802
37 H 34.1391 -17.1837 13.7012

Results
Total charge = +2
Spin multiplicity = 2
Expectation value of S² = 0.76
E = -1964.81022 Ha
Orbital gap (spin up / spin down) = 8.5 / 3.6 eV
Max |F| = 0.076 Eh/bohr
Lowest unoccupied orbital energy (spin up / spin down) = -0.2186 / -0.4001 Eh

In elementary charge units, the natural (NBO) charges are: In 0.954; C -0.245; O -0.757; H 0.185; H 0.169; H 0.178; H 0.490; C -0.780; S 1.329; O -0.605; C -0.790; H 0.278; H 0.267; H 0.289; H 0.258; H 0.279; H 0.292; C -0.808; S 1.248; O -1.042; C -0.830; H 0.243; H 0.253; H 0.248; H 0.218; H 0.251; H 0.238; C -0.801; S 1.199; O -0.922; C -0.811; H 0.261; H 0.260; H 0.256; H 0.253; H 0.234; H 0.260